1.
Formula: C41H48BFeN9O4S3
Source: the Open Molecules 2025 dataset
Level of theory: ωB97M-V with the def2-TZVPD basis set

Geometry as ORCA input:
```
! RIJCOSX wB97M-V def2-TZVPD def2/J DEFGRID3
* xyz 1 6
Fe 1.85 1.18 1.78
C 3.94 2.89 -3.06
C 2.56 2.33 -2.97
C 1.66 2.45 -3.99
C 0.35 1.93 -3.85
N 0.02 1.28 -2.77
N 0.90 1.14 -1.77
B 0.16 0.25 -0.81
N 0.41 -1.23 -1.00
N -0.34 -1.85 -1.91
C -0.12 -3.11 -2.16
C 0.94 -3.80 -1.51
C 1.71 -3.17 -0.57
C 2.83 -3.85 0.15
C 1.37 -1.83 -0.26
S 2.11 -1.03 1.05
C -1.05 -3.77 -3.17
C -1.13 -2.90 -4.43
C -0.56 -5.17 -3.55
C -2.44 -3.87 -2.52
N -1.06 0.67 -0.18
N -2.04 -0.26 -0.06
C -3.21 0.12 0.37
C -3.49 1.47 0.71
C -2.48 2.40 0.71
C -2.69 3.81 1.16
C -1.19 1.96 0.31
S 0.19 2.91 0.48
C -4.31 -0.94 0.40
C -4.96 -0.91 -1.00
C -5.37 -0.61 1.46
C -3.75 -2.34 0.68
C 2.14 1.67 -1.77
S 3.17 1.62 -0.43
C -0.75 2.09 -4.89
C -1.85 2.97 -4.28
C -0.22 2.75 -6.17
C -1.32 0.71 -5.23
H 4.12 3.33 -4.04
H 4.69 2.12 -2.87
H 4.08 3.65 -2.29
H 1.95 2.95 -4.90
H 1.15 -4.83 -1.77
H 2.95 -4.87 -0.21
H 2.63 -3.86 1.22
H 3.76 -3.30 0.00
H -0.15 -2.82 -4.91
H -1.47 -1.90 -4.17
H -1.83 -3.34 -5.14
H 0.44 -5.15 -3.98
H -1.24 -5.59 -4.30
H -0.57 -5.85 -2.69
H -2.78 -2.88 -2.22
H -2.41 -4.52 -1.64
H -3.15 -4.29 -3.24
H -4.49 1.77 1.00
H -3.71 3.98 1.47
H -2.44 4.49 0.34
H -2.01 4.04 1.98
H -5.36 0.09 -1.22
H -5.78 -1.62 -1.05
H -4.22 -1.16 -1.77
H -5.99 0.24 1.17
H -4.91 -0.40 2.43
H -6.03 -1.47 1.57
H -2.79 -2.49 0.19
H -4.44 -3.10 0.31
H -3.63 -2.50 1.75
H -1.47 3.96 -4.03
H -2.23 2.51 -3.36
H -2.67 3.08 -4.98
H 0.14 3.76 -5.99
H -1.04 2.82 -6.89
H 0.58 2.16 -6.63
H -1.69 0.23 -4.32
H -0.56 0.07 -5.68
H -2.14 0.81 -5.94
O 7.16 2.32 6.35
C 7.18 1.26 5.73
O 7.83 0.22 5.68
C 5.96 1.23 4.58
C 5.88 0.19 3.67
C 4.79 0.14 2.82
N 3.83 1.07 2.85
C 3.94 2.10 3.70
C 4.99 2.22 4.59
C 2.82 3.11 3.62
O 2.79 4.10 4.30
O 1.91 2.75 2.74
H 6.64 -0.57 3.65
H 4.67 -0.66 2.10
H 5.03 3.06 5.27
N -1.14 -1.21 4.04
C -0.50 -0.74 2.95
N 0.36 0.20 3.25
C 0.29 0.36 4.64
C 1.00 1.20 5.50
C 0.72 1.10 6.85
C -0.23 0.20 7.34
C -0.94 -0.63 6.50
C -0.66 -0.53 5.15
H -1.84 -1.93 4.04
H -0.69 -1.13 1.97
H 1.72 1.91 5.12
H 1.26 1.74 7.54
H -0.40 0.15 8.41
H -1.68 -1.33 6.88
*
```

LUMO level (spin up / spin down) in eV: -4.927 / -5.195
Energy above the lowest of the compared OMol25 structures with the same formula, charge and spin in eV: 2.546
E_HOMO (spin up / spin down) in eV: -8.8 / -8.8
Gap between HOMO and LUMO (spin up / spin down) in eV: 3.864 / 3.591
E in Eh: -4867.90547

2.
Formula: C41H48FN4NaO6
Source: the Open Molecules 2025 dataset
Level of theory: ωB97M-V with the def2-TZVPD basis set

Geometry as ORCA input:
```
! RIJCOSX wB97M-V def2-TZVPD def2/J DEFGRID3
* xyz -2 1
Na 1.87 0.35 -1.35
C -3.43 0.82 3.13
C -4.10 0.36 1.83
C -5.31 1.26 1.56
C -4.61 -1.07 2.02
C -3.09 0.42 0.68
C -1.95 -0.39 0.72
C -0.97 -0.31 -0.25
N 0.15 -1.23 -0.33
C 1.11 -1.53 0.71
C 0.73 -1.68 2.04
C 1.61 -2.07 3.04
C 2.91 -2.37 2.64
C 3.36 -2.23 1.33
C 2.49 -1.70 0.33
O 2.91 -1.39 -0.85
C 4.82 -2.53 0.95
C 5.54 -1.24 0.55
C 5.60 -3.17 2.10
C 4.85 -3.52 -0.23
C 1.13 -2.12 4.49
C 0.79 -0.71 4.98
C -0.13 -2.99 4.60
C 2.19 -2.71 5.42
C -1.06 0.63 -1.35
O -0.07 0.77 -2.14
C -2.30 1.32 -1.48
C -3.23 1.24 -0.43
C -2.65 2.23 -2.67
C -2.49 3.70 -2.25
C -1.80 1.99 -3.92
C -4.11 2.00 -3.10
H -4.13 0.77 3.97
H -3.08 1.85 3.04
H -2.57 0.20 3.36
H -6.02 1.18 2.40
H -5.84 0.97 0.65
H -5.02 2.31 1.47
H -5.36 -1.11 2.82
H -3.80 -1.75 2.30
H -5.06 -1.45 1.10
H -1.87 -1.14 1.50
H -0.30 -1.47 2.30
H 3.61 -2.73 3.39
H 5.57 -0.55 1.39
H 5.03 -0.74 -0.28
H 6.57 -1.46 0.25
H 5.69 -2.50 2.95
H 6.62 -3.39 1.74
H 5.15 -4.10 2.44
H 4.31 -3.12 -1.08
H 4.38 -4.47 0.06
H 5.88 -3.72 -0.52
H 0.02 -0.25 4.35
H 1.67 -0.07 4.93
H 0.42 -0.72 6.01
H -0.97 -2.57 4.04
H -0.45 -3.07 5.65
H 0.05 -4.00 4.22
H 3.10 -2.10 5.43
H 2.47 -3.72 5.12
H 1.80 -2.75 6.44
H -4.11 1.86 -0.51
H -1.47 3.88 -1.89
H -3.17 3.95 -1.43
H -2.69 4.38 -3.09
H -0.74 2.17 -3.74
H -2.15 2.66 -4.72
H -1.89 0.96 -4.27
H -4.83 2.27 -2.32
H -4.27 0.96 -3.36
H -4.34 2.62 -3.98
N -1.40 -6.44 -4.49
C -1.12 -5.57 -3.79
C -0.78 -4.47 -2.90
C 0.45 -3.84 -3.00
C 0.78 -2.77 -2.17
C -0.13 -2.33 -1.21
C -1.36 -2.99 -1.11
C -1.69 -4.03 -1.95
H 1.17 -4.17 -3.75
H 1.75 -2.31 -2.23
H -2.08 -2.64 -0.37
H -2.66 -4.52 -1.86
F 1.12 4.78 -5.91
C 0.86 5.18 -4.65
C 1.13 4.39 -3.61
N 0.86 4.75 -2.31
C 1.24 3.80 -1.24
C 2.70 3.35 -1.39
O 3.51 4.24 -1.69
O 2.91 2.13 -1.18
C 0.34 5.97 -2.01
O 0.08 6.37 -0.89
N 0.08 6.77 -3.12
C 0.30 6.49 -4.47
O 0.03 7.30 -5.34
H 1.56 3.40 -3.75
H 0.55 2.95 -1.27
H 1.12 4.35 -0.31
H -0.31 7.67 -2.92
*
```

LUMO level in eV: 3.826
Energy above the lowest of the compared OMol25 structures with the same formula, charge and spin in eV: 0.000
E_HOMO in eV: -2.2
Gap between HOMO and LUMO in eV: 5.979
E in Eh: -2524.01093

3.
Formula: C41H48N8O6S
Source: the Open Molecules 2025 dataset
Level of theory: ωB97M-V with the def2-TZVPD basis set

Geometry as ORCA input:
```
! RIJCOSX wB97M-V def2-TZVPD def2/J DEFGRID3
* xyz 0 1
O -1.93 -1.81 -0.37
C -1.57 -0.98 -1.13
O -0.25 -0.93 -1.49
C 0.21 0.27 -2.01
C 1.70 0.22 -2.37
O 2.49 0.92 -1.39
S 1.54 1.82 -0.46
O 1.62 1.41 0.89
O 1.57 3.19 -0.78
O 0.13 1.30 -1.05
C -2.53 -0.02 -1.77
C -2.91 -0.28 -3.09
C -3.80 0.59 -3.70
C -4.27 1.68 -2.99
C -3.88 1.94 -1.68
C -3.00 1.06 -1.06
H -0.27 0.62 -2.92
H 2.10 -0.73 -2.69
H 1.78 0.83 -3.27
H -2.50 -1.14 -3.59
H -4.10 0.41 -4.72
H -4.96 2.36 -3.47
H -4.25 2.81 -1.16
H -2.67 1.18 -0.03
C -2.73 -5.83 3.18
C -2.23 -5.23 2.00
C -2.79 -3.99 1.90
N -3.61 -3.81 2.98
C -3.57 -4.93 3.77
H -2.49 -6.81 3.57
H -1.54 -5.67 1.29
H -2.67 -3.22 1.16
H -4.15 -2.99 3.17
H -4.15 -4.99 4.68
C 7.33 1.96 -2.65
C 6.47 2.72 -1.82
C 5.41 1.92 -1.48
N 5.61 0.70 -2.07
C 6.77 0.72 -2.79
H 8.26 2.28 -3.10
H 6.61 3.74 -1.51
H 4.55 2.09 -0.87
H 4.99 -0.08 -1.99
H 7.11 -0.16 -3.33
C -4.43 6.06 -6.13
C -5.32 6.69 -5.22
C -6.26 5.76 -4.86
N -5.97 4.60 -5.51
C -4.85 4.77 -6.28
H -3.57 6.50 -6.61
H -5.28 7.71 -4.88
H -7.11 5.83 -4.19
H -6.50 3.75 -5.43
H -4.46 3.96 -6.87
C -2.06 6.26 -10.81
C -2.96 6.90 -9.90
C -3.90 5.97 -9.53
N -3.61 4.80 -10.19
C -2.49 4.97 -10.96
H -1.21 6.70 -11.29
H -2.91 7.92 -9.55
H -4.74 6.04 -8.87
H -4.14 3.95 -10.11
H -2.10 4.16 -11.56
C -0.48 1.14 3.82
C -1.14 1.62 4.99
C -0.40 2.67 5.46
N 0.67 2.84 4.63
C 0.63 1.91 3.62
H -0.80 0.32 3.20
H -2.04 1.24 5.43
H -0.54 3.31 6.32
H 1.39 3.54 4.73
H 1.38 1.87 2.85
C 0.90 -2.65 4.16
C 0.40 -3.94 3.85
C 1.38 -4.84 4.16
N 2.46 -4.15 4.65
C 2.17 -2.81 4.65
H 0.40 -1.71 4.04
H -0.57 -4.17 3.44
H 1.40 -5.91 4.08
H 3.32 -4.55 4.95
H 2.89 -2.08 5.00
C 0.94 -8.09 5.71
C 0.54 -9.18 6.53
C 0.76 -8.82 7.83
N 1.29 -7.56 7.83
C 1.40 -7.10 6.55
H 0.89 -8.04 4.64
H 0.13 -10.12 6.20
H 0.60 -9.36 8.75
H 1.56 -7.05 8.65
H 1.79 -6.12 6.34
C 6.27 -1.09 4.44
C 6.57 0.19 4.98
C 5.69 1.08 4.43
N 4.87 0.39 3.58
C 5.22 -0.94 3.58
H 6.77 -2.02 4.66
H 7.35 0.43 5.69
H 5.57 2.14 4.56
H 4.13 0.79 3.03
H 4.68 -1.65 2.98
*
```

LUMO level in eV: 0.072
E_HOMO in eV: -7.7
Gap between HOMO and LUMO in eV: 7.782
Structure (SMILES): O=C(O[C@@H]1COS(=O)(=O)O1)c1ccccc1.c1cc[nH]c1.c1cc[nH]c1.c1cc[nH]c1.c1cc[nH]c1.c1cc[nH]c1.c1cc[nH]c1.c1cc[nH]c1.c1cc[nH]c1
E in Eh: -2878.68602

4.
Formula: C41H49CuN3OSi
Source: the Open Molecules 2025 dataset
Level of theory: ωB97M-V with the def2-TZVPD basis set

Geometry as ORCA input:
```
! RIJCOSX wB97M-V def2-TZVPD def2/J DEFGRID3
* xyz -1 1
Cu 13.43 12.91 8.39
C 14.51 14.55 8.52
Si 15.33 14.94 10.05
C 14.15 14.63 11.52
N 12.85 15.23 11.17
C 11.66 14.40 11.31
C 10.66 14.95 12.34
C 11.36 15.55 13.54
C 12.25 16.76 13.10
C 12.60 16.59 11.56
C 15.88 16.76 10.27
C 16.15 17.58 9.15
C 16.53 18.90 9.28
C 16.72 19.49 10.56
C 16.56 18.73 11.68
C 16.08 17.39 11.54
C 16.98 13.93 10.23
C 17.97 14.22 11.17
C 19.19 13.47 11.26
C 19.38 12.39 10.42
C 18.43 12.13 9.42
C 17.22 12.84 9.37
H 15.23 14.58 7.73
H 13.75 15.28 8.30
H 14.57 14.98 12.46
H 14.06 13.56 11.49
H 11.99 13.39 11.60
H 11.23 14.34 10.35
H 10.06 14.11 12.67
H 10.00 15.66 11.89
H 11.94 14.83 14.03
H 10.59 15.84 14.27
H 13.21 16.77 13.64
H 11.71 17.66 13.39
H 13.39 17.20 11.22
H 11.70 16.94 11.01
H 16.01 17.05 8.21
H 16.62 19.52 8.36
H 17.06 20.53 10.63
H 16.75 19.15 12.65
H 15.80 16.80 12.44
H 17.79 15.08 11.86
H 19.93 13.88 11.97
H 20.33 11.87 10.44
H 18.67 11.32 8.66
H 16.49 12.63 8.59
C 8.41 13.76 7.29
C 7.75 14.97 7.24
C 8.46 16.15 7.42
C 9.83 16.08 7.74
N 10.46 14.91 7.65
C 9.81 13.79 7.52
C 10.67 17.27 8.04
C 10.15 18.38 8.72
C 10.97 19.48 8.97
C 12.28 19.44 8.57
C 12.69 18.36 7.78
N 11.93 17.28 7.55
H 7.88 12.79 7.16
H 6.68 14.95 6.94
H 7.94 17.13 7.38
H 10.46 12.87 7.54
H 9.10 18.32 8.96
H 10.60 20.27 9.62
H 12.99 20.20 8.73
H 13.70 18.24 7.38
C 13.48 10.16 5.68
C 12.50 9.35 6.52
C 11.05 9.95 6.44
C 13.04 9.19 7.94
C 13.60 7.93 8.22
C 14.03 7.60 9.50
C 13.90 8.55 10.47
C 13.41 9.81 10.27
C 13.36 10.76 11.45
C 14.76 11.02 12.05
C 12.41 10.36 12.62
C 12.97 10.17 8.95
O 12.42 11.35 8.69
H 12.88 10.48 4.80
H 14.34 9.57 5.28
H 13.90 11.08 6.13
H 12.51 8.35 6.09
H 11.17 10.98 6.69
H 10.41 9.58 7.22
H 10.64 9.75 5.47
H 13.58 7.20 7.46
H 14.56 6.65 9.67
H 14.11 8.24 11.50
H 12.92 11.72 11.02
H 15.16 10.07 12.51
H 14.78 11.81 12.82
H 15.47 11.27 11.25
H 12.78 9.43 13.00
H 11.40 10.15 12.23
H 12.35 11.06 13.43
*
```

LUMO level in eV: 2.449
Energy above the lowest of the compared OMol25 structures with the same formula, charge and spin in eV: 0.000
E_HOMO in eV: -4.3
Gap between HOMO and LUMO in eV: 6.735
E in Eh: -3761.23729

| no. | M (g mol⁻¹) |
| --- | --- |
| 1 | 893.8 |
| 2 | 734.8 |
| 3 | 781.0 |
| 4 | 691.5 |